No. 1
Below is 2 unconnected molecules or ions with the total composition C24H39BrN3O4S, with properties calculated with ωB97M-V with the def2-TZVPD basis set.

Each line ends with the Mulliken charge.
Element x y z (Å)
C (-0.88540, -0.72447, 4.39590)  -1.099
C (0.14869, 0.36402, 4.65771)  -0.748
C (1.25040, 0.42920, 3.60131)  -0.616
C (0.71881, 0.85873, 2.20961)  0.313
C (0.66665, 2.38562, 2.04072)  -1.512
C (1.39159, 0.08905, 1.10531)  -1.084
C (0.67548, -0.92291, 0.48203)  1.336
C (1.22901, -1.70501, -0.51515)  0.576
C (0.53492, -2.81599, -1.28937)  0.066
O (0.93755, -3.07828, -2.38765)  -0.510
O (-0.41021, -3.54468, -0.67999)  -0.336
C (-1.58299, -2.89786, -0.13431)  -0.421
C (-2.81880, -3.74771, -0.39664)  -0.694
C (-4.04911, -2.86157, -0.62853)  -0.819
C (-4.59273, -2.32325, 0.69343)  -0.225
S (-6.26474, -1.65728, 0.46776)  -0.195
C (-6.06933, -0.19875, 1.38369)  0.450
N (-5.24330, 0.05544, 2.33582)  -0.101
N (-5.48358, 1.37152, 2.71474)  -0.552
C (-6.44648, 1.77658, 1.97473)  0.076
O (-6.87540, 0.84959, 1.08577)  -0.280
C (2.55092, -1.45430, -0.88841)  -1.047
C (3.23715, -0.47207, -0.24859)  -0.442
N (2.67112, 0.28912, 0.71593)  0.310
C (3.54053, 1.33103, 1.30771)  -1.022
C (3.55559, 2.60429, 0.45187)  0.440
C (4.52198, 2.55291, -0.71738)  -1.429
Br (3.98447, 4.10196, 1.60498)  -0.041
H (-0.40632, -1.67085, 4.13865)  0.274
H (-1.53241, -0.87018, 5.25720)  0.438
H (-1.54966, -0.46338, 3.56781)  0.249
H (0.63584, 0.16291, 5.61338)  0.397
H (-0.33788, 1.33470, 4.77017)  0.336
H (2.03851, 1.10690, 3.93176)  0.406
H (1.69582, -0.56714, 3.52086)  0.399
H (-0.31435, 0.51888, 2.16992)  0.358
H (-0.17842, 2.76114, 2.61428)  0.515
H (0.54099, 2.67749, 1.00010)  0.280
H (1.54866, 2.87098, 2.45513)  0.236
H (-0.34390, -1.05354, 0.80010)  0.350
H (-1.69779, -1.90323, -0.57151)  0.478
H (-1.43887, -2.78073, 0.94166)  0.276
H (-3.00443, -4.34525, 0.49604)  0.387
H (-2.65169, -4.41536, -1.23787)  0.331
H (-4.82515, -3.40075, -1.17014)  0.482
H (-3.77783, -2.00461, -1.24966)  0.348
H (-3.96906, -1.53528, 1.10855)  0.029
H (-4.65742, -3.11569, 1.43820)  0.348
H (-6.92479, 2.74040, 1.99146)  0.421
H (3.01241, -2.02348, -1.68002)  0.549
H (4.26274, -0.25148, -0.49916)  0.555
H (3.19942, 1.54278, 2.31072)  0.248
H (4.54449, 0.91413, 1.33243)  0.700
H (2.55524, 2.79516, 0.06800)  0.052
H (4.15812, 1.87927, -1.49691)  0.274
H (5.52041, 2.24922, -0.40358)  0.394
H (4.60765, 3.53556, -1.17540)  0.467
C (1.71014, 1.09364, -6.14490)  -1.151
C (2.08366, 0.12745, -5.03670)  -0.235
O (2.33329, 0.75378, -3.78211)  -0.370
C (1.26028, 1.48716, -3.22903)  0.126
C (0.01955, 0.65560, -2.94815)  -1.104
H (2.48884, 1.84504, -6.27812)  0.289
H (1.58986, 0.54933, -7.08106)  0.415
H (0.77128, 1.61155, -5.94368)  0.282
H (3.01737, -0.37606, -5.28393)  0.365
H (1.32246, -0.65267, -4.92811)  0.224
H (1.01121, 2.35967, -3.84177)  0.392
H (1.65635, 1.87362, -2.28452)  -0.266
H (-0.44489, 0.25761, -3.84979)  0.422
H (-0.72579, 1.26098, -2.42919)  0.425
H (0.30325, -0.19019, -2.32409)  0.219

Output
Net charge: +1
ΔE to the lowest compared entry with this formula, charge and spin, kcal/mol: 0.0
E_HOMO, eV: -11.1
2S+1: 1
HOMO-LUMO gap, eV: 6.77
Electronic energy, Ha: -4375.0619

No. 2
Below is a molecular structure, C24H39F9N4O5Sr, with properties calculated with ωB97M-V with the def2-TZVPD basis set.

Each line ends with the Mulliken charge.
Element x y z (Å)
Sr (-1.07673, -2.84864, 1.07447)  2.078
C (2.42853, 0.03864, -3.80046)  -2.126
C (1.58942, 0.21285, -2.53352)  0.356
C (0.09472, 0.29526, -2.85662)  -1.336
C (-0.72741, 1.30773, -2.04591)  2.371
C (-2.08314, 1.48135, -2.71891)  -1.897
C (-0.02390, 2.66273, -1.96901)  -1.841
N (-0.94928, 0.74799, -0.62550)  3.490
C (-1.82260, 1.64019, 0.20951)  -0.890
C (-1.92347, 1.30209, 1.68896)  -2.033
N (-0.69748, 1.04631, 2.43472)  1.061
C (-1.06584, 0.25400, 3.62653)  -0.570
C (-1.17625, -1.19927, 3.19525)  0.170
O (-2.29783, -1.64647, 2.87072)  -0.750
O (-0.08731, -1.82911, 3.02410)  -0.868
C (0.14039, 2.19380, 2.84694)  0.414
C (0.26383, 3.30193, 1.81476)  -1.644
C (1.52557, 1.73765, 3.32154)  -2.017
C (2.59020, 1.12995, 2.36949)  2.035
C (3.61579, 0.48873, 3.32793)  -2.014
C (3.32219, 2.19259, 1.54538)  -1.977
N (1.95992, 0.15452, 1.45464)  0.655
C (2.87406, -0.78172, 0.78564)  -1.240
C (3.03807, -0.50098, -0.70107)  -1.315
N (1.82705, -0.78033, -1.48014)  1.569
C (1.86542, -2.13972, -2.02928)  -0.620
C (1.73942, -3.25538, -0.97827)  -0.815
O (2.59213, -4.12436, -0.89704)  -0.739
O (0.67658, -3.15612, -0.27108)  -0.648
H (2.34130, 0.92183, -4.43582)  0.481
H (2.10394, -0.81924, -4.38993)  0.365
H (3.48373, -0.10184, -3.56461)  0.384
H (1.88525, 1.16416, -2.08695)  0.194
H (-0.38121, -0.68604, -2.77975)  -0.084
H (-0.03175, 0.60478, -3.89779)  0.630
H (-1.90515, 1.87465, -3.71954)  0.585
H (-2.71807, 2.19827, -2.20365)  0.382
H (-2.61030, 0.53829, -2.81385)  0.174
H (0.38384, 2.88252, -2.95570)  0.384
H (0.80481, 2.67486, -1.26425)  0.046
H (-0.70966, 3.46787, -1.71205)  0.523
H (-1.41743, -0.17081, -0.72007)  -1.015
H (-0.02985, 0.58443, -0.17156)  -1.030
H (-2.82396, 1.55726, -0.20865)  0.386
H (-1.47111, 2.64736, 0.03869)  0.698
H (-2.53121, 0.39955, 1.77585)  0.888
H (-2.53287, 2.11027, 2.13668)  0.048
H (-2.01168, 0.60561, 4.05838)  0.537
H (-0.28696, 0.33651, 4.37966)  0.578
H (-0.34497, 2.65238, 3.72804)  0.291
H (0.61803, 2.92840, 0.85902)  0.001
H (0.99768, 4.03078, 2.15897)  0.479
H (-0.67400, 3.83680, 1.66360)  0.415
H (1.40263, 1.03036, 4.14427)  0.584
H (1.99000, 2.61273, 3.78758)  0.555
H (3.88165, 1.19388, 4.11811)  0.394
H (4.54437, 0.20890, 2.83367)  0.499
H (3.19153, -0.39871, 3.80029)  0.461
H (3.68905, 2.99683, 2.18634)  0.412
H (2.68755, 2.62751, 0.77587)  0.259
H (4.19030, 1.75837, 1.04709)  0.447
H (1.29309, -0.38338, 1.99742)  -0.456
H (2.49973, -1.79461, 0.92682)  0.637
H (3.86825, -0.78012, 1.23952)  0.199
H (3.88744, -1.08171, -1.08803)  0.238
H (3.29522, 0.55359, -0.82304)  0.753
H (2.78538, -2.31600, -2.60150)  0.355
H (1.01814, -2.26083, -2.70839)  0.568
F (-2.24358, -4.65543, -0.45245)  -0.244
C (-2.82167, -3.95402, -1.48632)  0.430
F (-1.85569, -3.76315, -2.37220)  -0.221
F (-3.74328, -4.77025, -1.99613)  -0.247
C (-3.41974, -2.56950, -0.98359)  0.717
O (-2.47045, -1.74162, -0.53086)  -0.795
C (-4.13822, -1.92847, -2.21185)  0.128
F (-4.66334, -0.74062, -1.86286)  -0.278
F (-5.12229, -2.65678, -2.75222)  -0.239
F (-3.24661, -1.69640, -3.19419)  -0.269
C (-4.48000, -2.84843, 0.14673)  0.667
F (-5.56405, -3.47153, -0.33489)  -0.259
F (-4.86215, -1.71317, 0.72457)  -0.261
F (-3.94368, -3.62232, 1.11178)  -0.232

Output
ΔE to the lowest compared entry with this formula, charge and spin, kcal/mol: 0.0
E_HOMO, eV: -8.6
2S+1: 1
HOMO-LUMO gap, eV: 8.83
Electronic energy, Ha: -2462.8479

No. 3
Below is a gas-phase ion, C24H39N7O2PS3 (charge +1) at a distorted geometry, with properties calculated with ωB97M-V with the def2-TZVPD basis set.

Each line ends with the Mulliken charge.
Element x y z (Å)
C (-0.18052, -3.48767, 0.07939)  -0.490
C (1.11446, -3.13370, -0.64769)  -0.641
C (2.07476, -2.36195, 0.26460)  -0.783
C (1.97968, -0.85146, 0.18311)  -0.241
N (0.70797, -0.25443, 0.72135)  1.943
C (0.78420, 0.01404, 2.18240)  -0.733
C (0.53887, -1.23495, 3.05307)  0.150
C (1.81287, -1.81670, 3.65804)  -1.157
O (1.76352, -1.66346, 5.07004)  -0.535
C (0.51435, 0.96854, 0.06382)  -3.697
N (-0.35791, 1.01577, -0.89083)  1.706
C (-1.22534, -0.13916, -1.19905)  -0.679
C (-2.28336, -0.35800, -0.11686)  0.187
C (-3.61214, 0.39058, -0.36147)  -1.035
S (-4.28525, 1.05836, 1.20073)  -0.124
C (-4.93068, -0.42903, 1.92886)  -0.091
S (-6.50802, -0.67667, 2.04037)  -0.104
N (-4.01045, -1.38213, 2.42139)  0.386
C (-3.84424, -2.64830, 1.90213)  -0.177
C (-2.89226, -3.26031, 2.65459)  -0.740
N (-2.45754, -2.40197, 3.64610)  -0.496
C (-3.13607, -1.29485, 3.47723)  -0.209
C (-0.59039, 2.21390, -1.70423)  -0.371
C (-0.44394, 2.03622, -3.21886)  -0.179
O (-0.78824, 2.95863, -3.87962)  -0.496
N (0.10304, 0.83230, -3.74476)  0.277
C (-0.96960, 0.06066, -4.46136)  -1.239
C (1.14875, 1.14125, -4.73757)  -0.943
N (1.24378, 2.10229, 0.49837)  1.054
P (0.28261, 3.32571, 1.30765)  0.112
S (0.47731, 3.49007, 3.20340)  -0.262
C (2.31855, 2.59491, -0.33077)  0.935
C (3.08260, 3.63563, 0.18440)  -0.534
C (4.15461, 4.09047, -0.55823)  -0.641
N (4.52439, 3.59135, -1.73666)  -0.600
C (3.77386, 2.60366, -2.20392)  -1.036
C (2.67117, 2.06144, -1.55775)  0.669
H (-0.64988, -2.61706, 0.52356)  -0.437
H (0.06540, -4.15923, 0.89610)  0.401
H (-0.91728, -3.96731, -0.56032)  0.437
H (0.94050, -2.62272, -1.59405)  0.281
H (1.58923, -4.07837, -0.89650)  0.445
H (3.09057, -2.60167, -0.04275)  0.552
H (1.95942, -2.73815, 1.27552)  -0.093
H (2.07444, -0.58775, -0.86572)  0.145
H (2.81123, -0.39667, 0.72256)  0.362
H (1.74737, 0.43387, 2.46172)  0.428
H (0.00714, 0.72863, 2.43097)  0.274
H (-0.01446, -1.98479, 2.50555)  -0.393
H (-0.05399, -0.90413, 3.89897)  0.586
H (2.70720, -1.31857, 3.27568)  0.253
H (1.89703, -2.87521, 3.41049)  0.496
H (2.32226, -2.34300, 5.45382)  0.356
H (-0.58805, -1.00029, -1.33822)  -0.280
H (-1.72284, 0.03557, -2.14165)  0.432
H (-2.48570, -1.42307, -0.10442)  0.572
H (-1.86731, -0.12523, 0.85546)  -0.211
H (-4.35069, -0.32817, -0.69588)  0.417
H (-3.54416, 1.20123, -1.07673)  0.543
H (-4.37798, -3.04670, 1.06226)  0.512
H (-2.54801, -4.26597, 2.52429)  0.465
H (-3.02984, -0.43546, 4.11583)  0.468
H (-1.62325, 2.51577, -1.55154)  0.605
H (0.03211, 3.05433, -1.42785)  0.291
H (-0.95324, 0.33017, -5.51305)  0.414
H (-1.94750, 0.23832, -4.03692)  0.566
H (-0.69967, -0.98780, -4.39899)  0.296
H (1.41791, 0.20919, -5.21978)  0.422
H (2.04065, 1.53318, -4.26700)  0.113
H (0.80438, 1.84386, -5.49326)  0.434
H (-1.03865, 3.00826, 0.93383)  -0.004
H (0.58100, 4.50810, 0.61656)  0.208
H (2.85738, 4.04782, 1.15458)  0.544
H (4.75941, 4.88652, -0.14923)  0.417
H (4.05609, 2.19066, -3.16197)  0.400
H (2.09639, 1.25086, -1.97335)  0.094

Output
Net charge: +1
ΔE to the lowest compared entry with this formula, charge and spin, kcal/mol: 0.0
E_HOMO, eV: -11.4
2S+1: 1
HOMO-LUMO gap, eV: 7.52
SMILES: CCCC/[N+](CCCO)=C(\N(CCCSC(=S)n1ccnc1)CC(=O)N(C)C)N([PH2]=S)c1ccncc1
Electronic energy, Ha: -3007.2754

No. 4
Below is a molecular structure, C24H39NO6P2PdSe2, with properties calculated with ωB97M-V with the def2-TZVPD basis set.

Each line ends with the Mulliken charge.
Element x y z (Å)
Pd (-0.64750, -0.01842, 0.43293)  0.510
C (1.32931, 2.93439, -5.15490)  -1.059
C (-0.01350, 2.97711, -4.45594)  0.848
C (-0.72063, 4.30610, -4.62134)  -1.594
O (0.23204, 2.77185, -3.04430)  -0.230
P (-0.43110, 1.62555, -2.18495)  0.428
O (-0.17322, 1.90312, -0.75251)  -0.827
C (0.17762, 0.06745, -2.84056)  1.496
P (1.72965, -0.47601, -2.11726)  0.656
O (1.58779, -0.98802, -0.75030)  -0.966
O (2.30854, -1.59121, -3.08611)  -0.443
C (2.66005, -1.33388, -4.46472)  1.728
C (1.72974, -2.14492, -5.34404)  -1.353
C (4.11685, -1.70630, -4.64228)  -1.482
O (2.63769, 0.80539, -2.30816)  0.237
C (3.72344, 1.08400, -1.36053)  0.549
C (3.16797, 1.92536, -0.23221)  -1.173
C (4.80901, 1.77639, -2.15297)  -1.414
O (-1.95304, 1.52690, -2.60704)  -0.062
C (-2.93087, 2.49456, -2.09821)  0.630
C (-3.49359, 2.01120, -0.78051)  -1.212
C (-3.98382, 2.62708, -3.17652)  -1.606
H (1.20151, 3.07467, -6.22863)  0.457
H (1.82891, 1.98142, -4.97955)  -0.030
H (1.97126, 3.72727, -4.76973)  0.303
H (-0.65797, 2.16963, -4.81912)  0.314
H (-0.11367, 5.10104, -4.18715)  0.344
H (-1.68958, 4.29846, -4.12368)  0.305
H (-0.87610, 4.52201, -5.67879)  0.393
H (0.25796, 0.18014, -3.92586)  0.427
H (-0.54414, -0.73137, -2.64736)  -1.405
H (2.53632, -0.26431, -4.66244)  -0.609
H (1.82318, -3.20337, -5.09766)  0.325
H (1.98514, -2.00726, -6.39501)  0.408
H (0.68945, -1.85182, -5.19625)  0.225
H (4.26560, -2.75298, -4.37506)  0.352
H (4.74983, -1.09206, -4.00257)  0.296
H (4.42169, -1.56161, -5.67907)  0.386
H (4.08254, 0.12702, -0.97410)  0.373
H (2.74634, 2.84936, -0.63082)  0.215
H (3.96464, 2.17538, 0.46988)  0.535
H (2.38421, 1.39182, 0.30415)  0.094
H (4.44083, 2.72938, -2.53599)  0.286
H (5.13451, 1.16275, -2.99345)  0.270
H (5.66909, 1.96975, -1.51179)  0.417
H (-2.41081, 3.44674, -1.95516)  0.475
H (-3.99644, 1.05332, -0.91855)  0.130
H (-4.22538, 2.73152, -0.41202)  0.494
H (-2.71492, 1.89661, -0.02638)  0.246
H (-4.49960, 1.67510, -3.30958)  0.328
H (-3.54032, 2.91889, -4.12842)  0.371
H (-4.71742, 3.37993, -2.88792)  0.414
Se (-0.57488, 1.38603, 2.34008)  -0.305
C (-0.46351, 0.35309, 3.94169)  0.066
C (0.40640, -0.72156, 4.08881)  -0.047
C (0.48184, -1.35500, 5.31822)  -0.362
N (-0.21974, -0.98940, 6.39070)  -0.603
C (-1.04164, 0.04547, 6.24121)  -0.322
C (-1.20657, 0.73898, 5.05126)  -0.478
H (1.00949, -1.06030, 3.25644)  0.454
H (1.14725, -2.20168, 5.44939)  0.355
H (-1.60957, 0.33430, 7.11952)  0.341
H (-1.90671, 1.56105, 4.98643)  0.361
Se (-1.57908, -1.81888, 1.60194)  -0.046
C (-1.72951, -2.25654, -0.25478)  -0.817
C (-2.79310, -1.72182, -0.99395)  0.136
C (-2.93058, -2.01022, -2.34832)  -0.494
C (-2.00435, -2.82819, -2.97748)  -0.495
C (-0.92911, -3.34473, -2.25742)  -0.423
C (-0.78623, -3.05704, -0.91133)  -0.183
H (-3.53106, -1.11976, -0.48267)  0.535
H (-3.76588, -1.60100, -2.90237)  0.375
H (-2.11240, -3.06164, -4.02986)  0.403
H (-0.19690, -3.96997, -2.75234)  0.415
H (0.05539, -3.44057, -0.35235)  0.333

Output
ΔE to the lowest compared entry with this formula, charge and spin, kcal/mol: 0.0
E_HOMO, eV: -7.0
2S+1: 1
HOMO-LUMO gap, eV: 6.56
Electronic energy, Ha: -7057.7914